The following is a quantum chemistry calculation of a molecular structure, C54H51EuN7O3P2Se, from the OMol25 dataset.

Values from the calculation:
Spin multiplicity: 7
HOMO (alpha / beta) (eV): -4.4 / -4.4
Net charge: -1
LUMO level (alpha / beta) (eV): 1.39 / 1.39

Atoms and positions in Å:
Eu 0.2640 -1.3453 0.2327
C 1.0609 -0.7365 3.8781
P 1.8453 0.4247 2.6231
C 2.0601 1.8690 3.7520
C 1.5540 3.1042 3.3689
C 1.7215 4.2171 4.1760
C 2.4087 4.1124 5.3709
C 2.9142 2.8825 5.7640
C 2.7357 1.7684 4.9671
C 3.5940 -0.1318 2.4420
C 3.6318 -1.4614 1.7623
C 5.7500 -1.0024 0.4902
C 6.5754 -0.1853 1.4368
C 6.0259 0.5605 2.3986
C 4.6179 0.7113 2.6821
C -0.4105 -0.7554 3.6056
C -1.4721 -0.5334 4.4641
C -2.6396 -0.6586 3.6958
C -2.2252 -0.9642 2.4109
C -3.0018 -1.0834 1.1379
P -2.2175 0.4533 0.3776
C -3.2883 1.5537 1.3928
C -4.6538 1.5556 1.1096
C -5.5214 2.3668 1.8145
C -5.0391 3.1677 2.8367
C -3.6934 3.1317 3.1578
C -2.8193 2.3323 2.4386
C -2.5527 1.2796 -1.2632
C -3.4174 2.3238 -1.5687
C -3.2633 3.0451 -2.7424
C -2.2376 2.7588 -3.6236
C -1.3702 1.7192 -3.3350
C -1.5306 1.0012 -2.1694
N -0.8580 -0.9998 2.3468
H 1.2555 -0.3834 4.8938
H 1.4773 -1.7410 3.7488
H 1.0423 3.1950 2.4230
H 1.3244 5.1705 3.8592
H 2.5566 4.9838 5.9941
H 3.4612 2.7965 6.6921
H 3.1513 0.8172 5.2742
H 3.1508 -2.2074 2.4097
H 6.4217 -1.5158 -0.2102
H 7.6526 -0.2207 1.3255
H 6.6749 1.1784 3.0115
H 4.3935 1.6469 3.1813
H -1.4186 -0.2964 5.5125
H -3.6561 -0.5528 4.0340
H -4.0809 -1.0273 1.2851
H -2.7390 -1.9879 0.5875
H -5.0274 0.9094 0.3256
H -6.5749 2.3760 1.5694
H -5.7157 3.8033 3.3909
H -3.3232 3.7306 3.9775
H -1.7742 2.2985 2.7105
H -4.2067 2.6072 -0.8899
H -3.9467 3.8551 -2.9595
H -2.1064 3.3469 -4.5212
H -0.5538 1.4835 -4.0046
H -0.8369 0.2025 -1.9255
C 0.0745 4.8416 -0.9183
C -0.4311 3.9960 0.0584
C 0.0831 2.7255 0.1948
C 1.1119 2.2761 -0.6375
C 1.6094 3.1332 -1.6270
C 1.0865 4.4032 -1.7606
N 1.6342 1.0302 -0.3243
N 2.8056 0.8085 -0.8371
C 3.4726 -0.2499 -0.3178
C 4.8232 -0.1087 -0.2801
C 4.9560 -2.0698 1.2858
C 4.4462 -3.0982 0.3118
C 3.2954 -2.6854 -0.2145
C 2.8251 -1.4087 0.4230
H -0.3056 5.8492 -1.0065
H -1.2189 4.3281 0.7215
H -0.2575 2.0546 0.9717
H 2.4119 2.7857 -2.2608
H 1.4701 5.0670 -2.5251
H 5.2464 0.8337 -0.6084
H 5.5785 -2.4656 2.0906
H 4.9989 -3.9888 0.0590
H 2.7698 -3.1750 -1.0172
C 4.0176 -0.5456 -4.0689
C 2.5311 -0.6101 -4.4317
C 1.7341 -0.7689 -3.2476
N 1.1246 -0.8714 -2.2842
H 4.6034 -0.3358 -4.9613
H 4.3485 -1.4882 -3.6399
H 4.1915 0.2369 -3.3347
H 2.3314 -1.4481 -5.1051
H 2.2212 0.3156 -4.9264
Se -1.0399 -6.1990 0.8097
C -0.3847 -4.6137 1.0322
N 0.0545 -3.5403 1.1601
C -3.8043 -4.8823 -1.3569
C -4.3215 -3.9681 -2.4589
C -3.2315 -3.0740 -3.0973
C -3.8719 -2.2327 -4.2182
C -2.8579 -1.3232 -4.9022
C -2.1910 -3.9968 -3.6861
O -2.3773 -4.6926 -4.6608
N -1.0003 -4.0145 -3.0256
C -0.6251 -3.1781 -1.9756
O 0.5254 -3.2937 -1.5506
N -1.4619 -2.2495 -1.5194
C -2.7086 -2.1122 -2.0249
O -3.4499 -1.2217 -1.6344
H -4.6284 -5.4548 -0.9353
H -3.3457 -4.3131 -0.5510
H -3.0671 -5.5871 -1.7364
H -5.0929 -3.3085 -2.0556
H -4.7633 -4.5747 -3.2538
H -4.6572 -1.6222 -3.7690
H -4.3199 -2.9050 -4.9524
H -2.3992 -0.6555 -4.1752
H -3.3474 -0.7146 -5.6610
H -2.0777 -1.9131 -5.3813
H -0.2938 -4.6757 -3.3284

=====

The following is a quantum chemistry calculation of a molecular structure, C4H8O2, from the OMol25 dataset.

Values from the calculation:
HOMO (eV): -9.3
Energy above the lowest of the compared OMol25 structures with the same formula, charge and spin (kJ/mol): 485.5
LUMO level (eV): 0.84

Atoms and positions in Å:
C 0.5931 -0.3790 0.9001
C 1.3507 0.0806 -0.3385
O 0.5643 1.0050 -1.0764
C -0.8038 0.8559 -0.7754
C -1.0433 -0.4696 -0.0740
O -2.0537 -0.5923 0.7718
H -0.7554 -0.5228 1.1813
H 0.6327 0.3866 1.6876
H 0.9440 -1.3454 1.2712
H 2.2874 0.5808 -0.0731
H 1.5987 -0.7885 -0.9646
H -1.3896 0.8745 -1.7023
H -1.1607 1.6593 -0.1171
H -0.7644 -1.3451 -0.6906

=====

The following is a quantum chemistry calculation of C4H3N3O in the gas phase, from the OMol25 dataset.

Values from the calculation:
HOMO (eV): -10.2
Energy above the lowest of the compared OMol25 structures with the same formula, charge and spin (kJ/mol): 295.5
LUMO level (eV): -1.84
SMILES: O=C/N=C1/C=NC=N1

Atoms and positions in Å:
C -1.0049 0.5450 1.9594
C -0.0061 0.1675 -0.2795
C 0.7093 0.8102 -1.3659
C 1.2978 -1.3408 -1.2330
H -0.2540 1.0834 2.6901
H 0.8558 1.7827 -1.5362
H 2.0596 -2.2248 -1.3221
N -0.7058 0.7706 0.6065
N 1.6720 -0.0134 -1.8136
N 0.3201 -1.3328 -0.3003
O -2.2053 0.2869 2.0293

=====

The following is a quantum chemistry calculation of a molecular structure, C11H27F6NO9S2V, from the OMol25 dataset.

Values from the calculation:
Spin multiplicity: 4
HOMO (alpha / beta) (eV): -7.4 / -7.8
LUMO level (alpha / beta) (eV): 0.06 / 0.06

Atoms and positions in Å:
V 0.0919 0.3076 -0.1099
C -0.3567 3.1529 -2.0926
O 0.0451 1.9427 -1.6053
H -0.0585 3.9628 -1.4269
H -0.1312 3.3443 -3.1417
H -1.4462 3.1618 -2.0619
C -3.4674 0.7726 2.7108
F -4.3777 0.0110 3.2924
F -3.9660 1.0110 1.4492
F -3.3516 1.9888 3.1904
S -1.7584 -0.0995 2.6706
O -1.4097 -0.3496 4.0618
O -2.2209 -1.3272 2.0228
N -0.5893 0.9286 1.7301
S 0.0394 1.8274 2.9308
O -1.0192 2.2905 3.8675
O 1.3219 1.2648 3.4952
C 0.5572 3.5112 1.9569
F 0.8321 4.4651 2.8322
F 1.6387 3.2250 1.2250
F -0.4910 3.8992 1.2632
C 0.6624 -2.1565 -3.6563
C 1.3071 -0.8374 -3.1047
O 1.3390 -0.8814 -1.7022
H 0.4993 -2.8633 -2.8427
H 1.2139 -2.6577 -4.4518
H -0.3068 -1.9127 -4.0914
H 0.7333 -0.0010 -3.5039
H 2.3181 -0.6637 -3.4732
H 2.2617 -1.0579 -1.5044
C 4.7585 0.6318 0.9763
C 3.3578 0.1570 1.1599
O 2.4466 0.5086 0.2017
H 5.3125 0.2183 1.8192
H 4.8465 1.7098 1.1115
H 5.2778 0.3750 0.0530
H 3.0833 0.2774 2.2078
H 3.2915 -0.9307 1.1878
H 2.7487 1.2784 -0.2859
C -0.5284 -3.6946 0.7241
C 0.7448 -2.9344 0.5880
O 0.5613 -1.6143 1.0219
H -1.2582 -3.3173 0.0078
H -0.9404 -3.6768 1.7331
H -0.2873 -4.7216 0.4496
H 1.0783 -2.9826 -0.4486
H 1.5270 -3.3601 1.2164
H 0.6033 -1.7199 1.9751
C -3.5990 0.2675 -1.8615
C -2.3812 -0.6299 -2.0721
O -1.7593 -0.7143 -0.8018
H -3.3613 1.2203 -1.3885
H -4.2800 -0.3077 -1.2342
H -4.2015 0.5826 -2.7134
H -1.7321 -0.2132 -2.8422
H -2.7275 -1.6015 -2.4245
H -2.4914 -1.0669 -0.2907

=====

The following is a quantum chemistry calculation of a molecular structure, C33H43INO3PRuS, from the OMol25 dataset.

Values from the calculation:
Spin multiplicity: 5
HOMO (alpha / beta) (eV): -12.9 / -12.9
Net charge: +2
LUMO level (alpha / beta) (eV): -5.57 / -8.01

Atoms and positions in Å:
Ru -0.1615 0.2394 -0.1561
C 2.4972 -1.9307 -1.6303
C 1.7062 -1.2520 -2.7480
C 1.7748 -2.0572 -4.0475
P -0.0173 -0.9507 -2.2213
C -0.9862 -0.2220 -3.5794
C -0.2757 1.0181 -4.1277
C -2.4007 0.0912 -3.0945
C -0.7709 -2.5299 -1.7523
C -1.1211 -3.5623 -2.5929
C -1.6955 -4.7385 -2.0834
C -2.0715 -5.8656 -2.9888
C -1.9146 -4.8442 -0.6943
C -1.5925 -3.8298 0.1682
C -1.0245 -2.6441 -0.3577
N -0.7106 -1.5804 0.3894
C -0.9512 -1.3815 1.7797
C -2.1977 -0.8554 2.1687
C -3.2873 -0.6161 1.1653
C -2.3832 -0.5929 3.5123
C -1.3807 -0.8308 4.4544
C -1.6068 -0.4912 5.8974
C -0.1727 -1.3798 4.0313
C 0.0671 -1.6785 2.6989
C 1.3363 -2.3562 2.2683
H 3.5386 -2.0242 -1.9393
H 2.1188 -2.9368 -1.4384
H 2.4774 -1.3604 -0.7008
H 2.1120 -0.2488 -2.9163
H 1.4175 -3.0765 -3.8932
H 2.8147 -2.1268 -4.3680
H 1.2113 -1.6066 -4.8642
H -1.0304 -0.9957 -4.3537
H -0.1259 1.7640 -3.3449
H -0.8963 1.4684 -4.9023
H 0.6890 0.7825 -4.5763
H -2.3866 0.8553 -2.3116
H -2.9167 -0.7905 -2.7116
H -2.9861 0.4893 -3.9231
H -0.9590 -3.4876 -3.6615
H -1.8238 -5.6526 -4.0261
H -3.1432 -6.0646 -2.9233
H -1.5596 -6.7826 -2.6909
H -2.3614 -5.7514 -0.3071
H -1.7806 -3.9063 1.2315
H -2.9879 0.1201 0.4133
H -4.1791 -0.2326 1.6556
H -3.5621 -1.5330 0.6388
H -3.3358 -0.1960 3.8428
H -2.6047 -0.7874 6.2188
H -1.5238 0.5876 6.0455
H -0.8766 -0.9763 6.5418
H 0.5940 -1.5982 4.7653
H 1.1557 -3.4154 2.0697
H 2.0847 -2.2993 3.0570
H 1.7521 -1.9121 1.3649
O 1.7525 0.5545 0.7336
S 2.1817 1.7111 1.6709
C 3.7110 1.0968 2.4217
C 4.7904 2.1306 2.1140
C 4.5299 2.5862 0.6804
C 3.0414 2.9162 0.6239
H 3.8950 0.1528 1.9048
H 3.5378 0.9060 3.4784
H 5.7782 1.6932 2.2506
H 4.7127 2.9768 2.7998
H 4.7683 1.7863 -0.0231
H 5.1274 3.4545 0.4084
H 2.5672 2.8417 -0.3544
H 2.8174 3.8977 1.0457
I -1.7042 8.8094 0.9131
C -1.3655 6.7877 0.6469
C -1.8350 5.8788 1.5935
C -1.6059 4.5283 1.4170
C -0.9084 4.0845 0.2927
C -0.4410 4.9978 -0.6547
C -0.6693 6.3481 -0.4784
C -0.6565 2.6642 0.1154
O 0.0233 2.2023 -0.8713
O -1.0731 1.7810 0.9501
H -2.3754 6.2317 2.4604
H -1.9638 3.8121 2.1442
H 0.0930 4.6436 -1.5265
H -0.3148 7.0616 -1.2089

=====

The following is a quantum chemistry calculation of a gas-phase ion, FHNO2S (charge -1), from the OMol25 dataset.

Values from the calculation:
HOMO (eV): -3.8
Energy above the lowest of the compared OMol25 structures with the same formula, charge and spin (kJ/mol): 197.0
Net charge: -1
LUMO level (eV): 4.19

Atoms and positions in Å:
N -0.9664 -0.5029 -0.0368
O 1.2996 0.9188 -0.5240
O 0.9274 0.1855 1.7286
F -0.9895 -0.8852 -1.3976
S 1.0160 -0.2340 0.3326
H -1.2871 0.5178 -0.1028